(1)
The following is a DFT calculation (ωB97M-V/def2-TZVPD) of C35H42BCl3N10O4SSc as an isolated structure at a distorted geometry.

Last column: Mulliken spin population.
Geometry (Å):
1 Sc 0.01449 -0.94988 -0.23892  -0.013
2 C 1.16413 -4.63560 0.46519  0.000
3 C 0.62248 -4.20289 -0.85967  -0.003
4 C 0.38600 -5.04384 -1.93927  -0.001
5 C 0.04437 -4.21313 -2.98385  0.001
6 N 0.04914 -2.94872 -2.54870  0.002
7 N 0.40127 -2.92324 -1.22703  0.002
8 B 0.16766 -1.66578 -3.44100  0.000
9 N -1.01092 -0.69208 -3.19585  -0.001
10 C -1.63974 0.01497 -4.14003  0.000
11 C -2.53577 0.85667 -3.52746  0.000
12 C -2.38438 0.62561 -2.16332  0.000
13 C -3.20583 1.32032 -1.12853  -0.001
14 N -1.44516 -0.31952 -1.95224  0.003
15 N 1.46906 -0.90811 -3.00758  -0.001
16 C 2.61115 -0.70443 -3.67056  0.000
17 C 3.43411 0.09727 -2.90454  0.000
18 C 2.72132 0.34621 -1.74447  0.000
19 C 3.16253 1.21189 -0.60825  0.002
20 N 1.52182 -0.26727 -1.78949  0.004
21 N 0.12167 -2.09634 -4.88844  0.000
22 C -0.96560 -2.62317 -5.51389  0.000
23 C -0.58610 -3.00007 -6.77201  0.000
24 C 0.78363 -2.66666 -6.84810  0.000
25 C 1.71670 -2.84868 -8.00802  0.000
26 N 1.20698 -2.13187 -5.71912  0.000
27 H 1.64524 -5.60380 0.34119  0.001
28 H 0.37924 -4.74789 1.20991  0.001
29 H 1.91029 -3.93853 0.84205  0.001
30 H 0.49884 -6.11431 -1.96467  0.000
31 H -0.15584 -4.44430 -4.01682  0.000
32 H -1.41073 -0.12487 -5.18259  0.000
33 H -3.21892 1.54525 -3.99527  0.000
34 H -4.13600 0.77708 -0.94990  0.000
35 H -3.48051 2.30610 -1.50693  0.000
36 H -2.70960 1.44823 -0.17662  0.001
37 H 2.73020 -1.12504 -4.65521  0.000
38 H 4.41598 0.45801 -3.15959  0.000
39 H 3.77956 2.02489 -0.99077  0.000
40 H 3.77187 0.66144 0.10839  0.000
41 H 2.31598 1.65567 -0.08384  -0.001
42 H -1.92076 -2.69367 -5.01700  0.000
43 H -1.19886 -3.44542 -7.53785  0.000
44 H 1.20876 -3.34325 -8.83367  0.000
45 H 2.57637 -3.45453 -7.72419  0.000
46 H 2.08846 -1.88898 -8.36590  0.000
47 Cl 1.66845 -1.84687 6.93323  0.086
48 C 1.18628 -1.92480 5.31584  0.263
49 C 1.72321 -0.98035 4.40293  -0.006
50 C 1.33363 -1.06137 3.11466  0.135
51 Cl 1.86077 0.06290 1.91595  0.016
52 C 0.41844 -2.07680 2.64103  0.084
53 O 0.15202 -2.16332 1.42230  0.226
54 C -0.14133 -2.97742 3.63101  0.199
55 Cl -1.34763 -4.06887 3.13846  0.039
56 C 0.25535 -2.90157 4.93221  -0.053
57 H 2.41232 -0.22289 4.74828  -0.001
58 H -0.15879 -3.57224 5.67167  0.000
59 C -6.18502 -3.82026 -0.65782  0.000
60 C -5.19075 -2.88921 -0.01594  0.000
61 C -5.60109 -1.86193 0.82710  0.000
62 C -4.68837 -1.00052 1.41759  0.000
63 C -3.33020 -1.17646 1.17801  0.003
64 C -2.89982 -2.20964 0.34659  0.010
65 C -3.82352 -3.04799 -0.24580  0.002
66 S -2.23236 -0.02298 1.92670  0.005
67 O -1.62754 -0.59121 3.10391  0.010
68 O -2.94209 1.20805 2.11436  0.002
69 O -1.13433 0.18064 0.84653  0.008
70 H -7.20321 -3.44821 -0.56264  0.000
71 H -6.14639 -4.80547 -0.18938  0.000
72 H -5.96684 -3.95492 -1.71735  0.000
73 H -6.65806 -1.72371 1.01896  0.000
74 H -5.02618 -0.19033 2.04922  0.000
75 H -1.85463 -2.43276 0.15587  -0.020
76 H -3.47723 -3.84469 -0.89458  0.000
77 C 1.05795 5.71207 1.31531  0.000
78 C 1.53385 4.23988 1.39200  0.001
79 N 0.50156 3.33276 0.88977  -0.004
80 C 0.27613 3.59182 -0.53292  0.001
81 C -0.11153 5.07272 -0.76416  0.000
82 N -0.26381 5.70878 0.59147  0.000
83 C -1.29726 4.96001 1.39526  0.000
84 C -0.73806 3.53918 1.64086  0.001
85 H 1.73076 6.35548 0.75248  0.000
86 H 0.88060 6.15778 2.29182  0.000
87 H 1.76173 3.98203 2.42449  0.000
88 H 2.44049 4.10614 0.80274  0.000
89 H -0.50699 2.92748 -0.89878  -0.001
90 H 1.18953 3.36584 -1.08020  0.000
91 H -1.05817 5.19503 -1.28641  0.000
92 H 0.65453 5.63723 -1.29228  0.000
93 H -0.57104 6.67212 0.46916  0.000
94 H -2.21161 4.96207 0.80507  0.000
95 H -1.46807 5.52376 2.30971  0.000
96 H -1.47664 2.79709 1.35062  0.001
97 H -0.52930 3.39063 2.69961  0.000

* net charge: +2
* LUMO (alpha / beta): -0.1625 / -0.2826 Eh
* 2S+1: 2
* energy above the lowest of the compared OMol25 structures with the same formula, charge and spin: 6.23 kcal/mol
* highest occupied orbital energy (alpha / beta): -12.955 / -12.955 eV

***

(2)
The following is a DFT calculation (ωB97M-V/def2-TZVPD) of C5H9F as an isolated structure at a distorted geometry.

Last column: Löwdin charge in e.
Geometry (Å):
1 C 0.67239 -0.68162 1.49099  -0.157
2 C 0.19443 -0.19718 0.28716  -0.503
3 C -0.26180 -1.51068 -0.60228  -0.151
4 C 0.08323 1.10752 -0.06210  -0.179
5 C -0.49762 1.82183 -0.94381  -0.161
6 H 0.64349 -2.42104 1.17986  0.187
7 H 2.15846 -0.30334 1.39030  0.184
8 H -0.20087 -0.13263 2.73320  0.198
9 H 0.59112 -1.76072 -1.33302  0.048
10 H -1.46035 -1.50475 -1.51795  0.156
11 H -0.57395 -2.60769 0.16612  0.107
12 H 0.40674 1.66087 0.75233  0.113
13 H -1.57143 1.88346 -0.81685  0.146
14 H -0.21513 1.38956 -1.86627  0.127
15 F 0.03129 3.25641 -0.85768  -0.116

* net charge: 0
* LUMO: -0.0100 Eh
* energy above the lowest of the compared OMol25 structures with the same formula, charge and spin: 272.36 kcal/mol
* highest occupied orbital energy: -8.954 eV

***

(3)
The following is a DFT calculation (ωB97M-V/def2-TZVPD) of one molecule with the formula C2H3N3O3 at a distorted geometry.

Last column: Löwdin charge in e.
Geometry (Å):
1 O 1.53714 -0.52335 -1.94217  -0.052
2 N 0.21655 -0.40703 -1.59455  0.069
3 C 0.13944 -0.01658 -0.40208  -0.407
4 N 1.15568 0.29196 0.46534  0.186
5 C 0.54795 0.80898 1.45090  -0.162
6 O -0.80863 0.83842 1.46271  0.026
7 N -1.14389 0.24229 0.19752  -0.063
8 O -1.62350 -1.02266 0.45860  0.027
9 H 1.53327 -0.57003 -2.91894  0.109
10 H 1.03237 1.31082 2.30144  0.148
11 H -2.58639 -0.95281 0.52123  0.118

* net charge: 0
* LUMO: 0.0211 Eh
* energy above the lowest of the compared OMol25 structures with the same formula, charge and spin: 85.57 kcal/mol
* SMILES string: O/N=c1\ncon1O
* highest occupied orbital energy: -9.116 eV

***

Summary of calculated total energy in Eh
-4771.55653, -295.32609, -467.82796
(order as listed above)
Summary of M in Da
861.0, 88.1, 117.1
(order as listed above)